The following is a quantum chemistry calculation of a structure of composition C44H101Br2F3N2O14S12 at a distorted geometry, from the Open Molecules 2025 dataset.

The energy above the lowest of the compared OMol25 structures with the same formula, charge and spin comes out at 0.0 kJ/mol. The calculation puts the total energy at -13125.4295 Ha. The calculation puts the frontier orbital gap at 7.47 eV. As for the maximum force: 3.2 eV/Å. Its net charge is 0.

Atoms and positions in Å:
C  9.92383  -0.57028  2.59030
O  10.16158  0.00199  1.31745
C  9.10084  -0.26177  0.42100
C  7.84078  0.56916  0.70433
C  7.05640  0.80032  -0.61642
C  6.63376  2.27599  -0.79238
C  5.63623  2.67441  0.31875
C  4.19571  2.87165  -0.19590
C  3.38120  3.75993  0.76595
C  2.06693  4.24631  0.08573
C  0.88012  4.14040  1.05378
C  -0.46510  3.90357  0.32195
N  -0.73507  5.09861  -0.45266
C  -1.53290  3.53709  1.39958
C  -2.26517  4.70730  2.07378
C  -3.77024  4.46119  2.29011
S  -4.61749  3.90868  0.76604
C  -5.75522  2.56760  1.20506
S  -7.30126  2.96652  1.48537
N  -5.22729  1.26337  1.23136
C  -5.67032  0.50650  0.03085
C  -6.76639  -0.49507  0.39982
O  -6.16095  -1.50175  1.17315
C  -5.54076  -0.99030  2.36023
C  -5.50440  0.54683  2.48491
O  -0.25133  2.73266  -0.49300
C  -0.87767  2.74788  -1.68737
O  -2.02881  2.93348  -1.85339
C  0.02732  2.44223  -2.87883
C  -0.50258  1.18368  -3.59230
C  -0.14248  -0.11221  -2.89090
F  1.11396  -0.12139  -2.44174
Br  -1.36349  -0.46883  -1.39731
C  -0.30077  -1.28600  -3.94097
F  0.70369  -1.27287  -4.78239
F  -1.46425  -1.11180  -4.54425
Br  -0.38428  -3.03785  -3.05957
H  9.88026  -1.66137  2.49589
H  9.02628  -0.15261  3.05830
H  10.76711  -0.28981  3.22166
H  8.88586  -1.33936  0.37569
H  9.45227  0.02189  -0.57211
H  8.09161  1.52448  1.16535
H  7.14407  0.04943  1.36517
H  7.63877  0.51305  -1.49748
H  6.15341  0.18287  -0.62085
H  7.55141  2.86662  -0.73611
H  6.19854  2.42431  -1.77505
H  5.58881  1.93411  1.12116
H  5.96775  3.62137  0.75441
H  4.19715  3.26948  -1.21080
H  3.74315  1.87429  -0.25873
H  4.01882  4.60337  1.03041
H  3.16077  3.13044  1.62853
H  1.93940  3.62158  -0.79852
H  2.23981  5.26850  -0.25203
H  0.77098  5.10034  1.56737
H  1.04056  3.33511  1.76334
H  -0.54947  5.91241  0.12039
H  -1.73067  5.14568  -0.66625
H  -0.99450  3.01313  2.19246
H  -2.20497  2.79472  0.96805
H  -2.17419  5.66794  1.56322
H  -1.83896  4.85029  3.06923
H  -4.22560  5.40818  2.56883
H  -3.95358  3.74570  3.09288
H  -5.99854  1.17339  -0.76416
H  -4.80710  -0.06669  -0.31393
H  -7.64057  -0.03158  0.87042
H  -7.11400  -0.93848  -0.53544
H  -4.57522  -1.45811  2.49192
H  -6.14200  -1.34240  3.20471
H  -4.67842  0.76925  3.16824
H  -6.41386  0.87257  2.99825
H  0.05372  3.28611  -3.56203
H  1.04449  2.23935  -2.54171
H  -1.56635  1.28955  -3.78273
H  -0.02371  1.15409  -4.57905
C  -2.66654  -4.27494  3.59848
S  -3.46782  -3.43461  4.97335
O  -3.94240  -2.11442  4.46645
C  -1.97017  -3.14432  5.91699
H  -3.42640  -4.51860  2.85747
H  -1.91726  -3.62071  3.15201
H  -2.20157  -5.19288  3.95856
H  -1.26604  -2.56394  5.32034
H  -1.52752  -4.09706  6.20262
H  -2.23187  -2.58964  6.81275
C  -12.34917  1.57728  1.72952
S  -10.64201  1.14144  2.10004
O  -10.37715  -0.17620  1.46809
C  -10.90408  0.84950  3.85589
H  -12.42601  1.76424  0.66023
H  -13.00947  0.75459  2.00587
H  -12.61945  2.48055  2.27735
H  -11.65936  0.07484  3.99272
H  -11.22069  1.77668  4.33449
H  -9.96064  0.52096  4.28801
C  -0.19477  -6.97430  -5.00381
S  -0.49678  -7.47393  -3.30288
O  -0.37369  -6.25414  -2.45854
C  1.02029  -8.41081  -3.12021
H  -1.01597  -6.33396  -5.32112
H  0.74413  -6.42230  -5.06428
H  -0.15654  -7.86195  -5.63699
H  1.87770  -7.76101  -3.30616
H  1.01392  -9.24621  -3.82676
H  1.06680  -8.79056  -2.10082
C  -6.38798  -5.85457  6.06936
S  -6.01420  -4.54038  7.23785
O  -5.08962  -5.10360  8.25671
C  -7.65317  -4.48018  7.98053
H  -5.47825  -6.08489  5.51843
H  -6.72624  -6.74084  6.60705
H  -7.15740  -5.51456  5.37552
H  -7.90844  -5.45629  8.39440
H  -8.38235  -4.18652  7.22492
H  -7.63642  -3.73898  8.77719
C  3.47314  -0.20068  -4.68082
S  4.05788  -0.80114  -6.27036
O  5.00837  -1.91398  -5.99864
C  5.04524  0.64770  -6.67234
H  2.86385  -0.97358  -4.22583
H  4.32334  0.02073  -4.03411
H  2.86997  0.69544  -4.83153
H  5.79441  0.81203  -5.89787
H  4.39164  1.51655  -6.75922
H  5.54261  0.46829  -7.62348
C  7.97262  -2.03966  -5.38094
S  9.25176  -1.02120  -6.12299
O  8.58286  -0.11487  -7.09741
C  10.02305  -2.34430  -7.06714
H  7.33770  -1.39962  -4.77426
H  7.37225  -2.50747  -6.15875
H  8.43379  -2.79925  -4.74762
H  9.28999  -2.79266  -7.73831
H  10.41905  -3.09436  -6.38219
H  10.83787  -1.91683  -7.64859
C  -7.46826  8.72716  2.04720
S  -6.02773  7.74783  1.59978
O  -5.33224  7.38588  2.86496
C  -5.10602  9.10319  0.85752
H  -8.16880  8.07847  2.56924
H  -7.16961  9.54667  2.70167
H  -7.93644  9.11557  1.14247
H  -4.96157  9.89760  1.59055
H  -5.65100  9.48053  -0.00801
H  -4.13855  8.71988  0.53868
C  2.35076  -11.52187  -7.55289
S  2.62031  -10.99708  -5.85475
O  1.28428  -10.68222  -5.27573
C  3.40524  -9.43084  -6.26169
H  1.82707  -12.47555  -7.53380
H  1.74507  -10.78160  -8.07606
H  3.31304  -11.64495  -8.05016
H  2.73077  -8.82655  -6.86928
H  4.33365  -9.62023  -6.80043
H  3.62526  -8.90946  -5.33183
C  3.56778  6.11795  -3.04860
S  4.88518  5.06595  -3.67629
O  5.69757  4.63250  -2.50845
C  5.79755  6.37634  -4.50375
H  2.89296  5.50078  -2.45770
H  3.99077  6.90290  -2.42080
H  3.02209  6.55427  -3.88589
H  6.07549  7.14397  -3.78116
H  5.18076  6.80456  -5.29433
H  6.69540  5.94146  -4.93862
C  1.42407  -1.08505  9.28482
S  -0.03919  -2.11473  9.47312
O  -0.13732  -2.96481  8.25800
C  -1.23250  -0.78137  9.28692
H  2.29965  -1.72975  9.32852
H  1.39373  -0.57311  8.32262
H  1.46460  -0.36076  10.09877
H  -1.08947  -0.28913  8.32423
H  -1.10734  -0.06653  10.10042
H  -2.23134  -1.21211  9.33254

Löwdin atomic charge list, values in e, 4 entries: C -0.1149; O -0.1944; C -0.2421; C -0.1806

The following is a quantum chemistry calculation of a cluster of 2 separate species, C3H7O2S in total at a distorted geometry, from the Open Molecules 2025 dataset.

The energy above the lowest of the compared OMol25 structures with the same formula, charge and spin comes out at 134.0 kJ/mol. The calculation puts the total energy at -667.1923 Ha. The calculation puts the frontier orbital gap at 6.81 eV. As for the maximum force: 1.9 eV/Å. Its net charge is -1.

Atoms and positions in Å:
O  -1.40883  0.36634  -2.39935
C  -1.00373  -0.31862  -1.49198
C  0.36490  -0.32592  -0.82269
C  0.54713  -1.31594  0.35857
S  0.64846  -0.63973  2.06667
H  -1.54515  -1.24363  -1.23755
H  1.10463  -0.43918  -1.61433
H  0.50538  0.68020  -0.40033
H  -0.35562  -1.93472  0.40365
H  1.41394  -1.90204  0.04006
H  -0.54836  2.38219  2.26319
H  0.24654  1.90935  1.22370
O  0.03072  2.78171  1.61039

natural (NBO) atomic charge list, values in e, 4 entries: O -0.5574; C 0.4728; C -0.5460; C -0.5258

The following is a quantum chemistry calculation of an isolated molecule of C5H8O at a distorted geometry, from the Open Molecules 2025 dataset.

The energy above the lowest of the compared OMol25 structures with the same formula, charge and spin comes out at 429.2 kJ/mol. The calculation puts the total energy at -270.3944 Ha. The calculation puts the frontier orbital gap at 10.86 eV. As for the maximum force: 2.9 eV/Å. Its net charge is 0.

Atoms and positions in Å:
C  -1.66008  -0.25644  -0.32138
C  -1.31423  1.19503  -0.33347
C  -0.38909  0.20847  0.33971
C  0.87964  -0.13129  -0.34745
C  2.09474  -0.35341  0.44103
O  1.47808  -1.59321  0.20266
H  -1.55737  -0.81262  -1.25112
H  -2.45974  -0.59240  0.33022
H  -1.86565  1.86825  0.31585
H  -0.96056  1.62342  -1.26684
H  -0.37325  0.20420  1.43649
H  1.00178  -1.03493  -1.04814
H  3.07667  -0.19646  -0.00508
H  2.04906  -0.12861  1.50752

natural (NBO) atomic charge list, values in e, 4 entries: C -0.4030; C -0.4034; C -0.2888; C -0.0449

The following is a quantum chemistry calculation of a structure of composition C26H20Cl2IN2O4PPd, from the Open Molecules 2025 dataset.

The energy above the lowest of the compared OMol25 structures with the same formula, charge and spin comes out at 54.4 kJ/mol. The calculation puts the total energy at -3100.6326 Ha. As for the spin multiplicity: 3. The calculation puts the frontier orbital gap (alpha / beta) at 8.72 / 7.35 eV. As for the maximum force: 0.4 eV/Å. Its net charge is 0.

Atoms and positions in Å:
Pd  -0.48819  0.70289  -1.49758
N  0.73231  -1.84206  -0.08973
P  -0.68562  -0.93256  0.19159
C  -2.02368  -2.05709  -0.33891
C  -2.98401  -1.61280  -1.23755
C  -3.98731  -2.46746  -1.67859
C  -4.02991  -3.77304  -1.22029
C  -3.07951  -4.22265  -0.30757
C  -2.08771  -3.36765  0.13644
C  -0.87363  -0.97386  1.99129
C  -2.16728  -0.86328  2.50208
C  -2.37975  -0.88824  3.87011
C  -1.30638  -1.04110  4.73643
C  -0.01902  -1.14895  4.23239
C  0.20243  -1.09873  2.86416
C  1.65556  -1.45746  -1.03532
C  2.91302  -2.06809  -1.12461
C  3.77369  -1.66025  -2.11629
C  3.38108  -0.66978  -3.01801
C  2.13172  -0.11885  -2.86502
N  1.29662  -0.49893  -1.88988
H  1.07171  -2.45561  0.63361
H  -2.98244  -0.58238  -1.57548
H  -4.72917  -2.10129  -2.37646
H  -4.80613  -4.44389  -1.56510
H  -3.11763  -5.24068  0.05836
H  -1.36079  -3.71978  0.86060
H  -3.01106  -0.76819  1.82887
H  -3.38522  -0.79619  4.25918
H  -1.47379  -1.06981  5.80540
H  0.82098  -1.25345  4.90678
H  1.21344  -1.10877  2.48230
H  3.18898  -2.83803  -0.41690
H  4.75350  -2.11251  -2.19597
H  4.02983  -0.33816  -3.81469
H  1.75188  0.64817  -3.52775
Cl  -3.02731  0.45287  -5.82520
C  -3.35379  1.41691  -4.37990
Cl  -4.91057  0.95991  -3.66580
C  -2.21966  1.31202  -3.34121
O  -2.48964  1.64161  -2.16248
O  -1.08995  0.92843  -3.72147
H  -3.44167  2.45177  -4.69844
I  4.92039  6.52960  3.00700
C  3.76819  4.99751  2.17620
C  2.77525  5.30787  1.25802
C  2.01593  4.28762  0.70658
C  2.23987  2.96698  1.07895
C  3.22950  2.67477  2.00900
C  4.00320  3.68518  2.55590
C  1.42774  1.83592  0.50249
O  1.52646  0.70592  0.99424
O  0.68360  2.14228  -0.49115
H  2.59635  6.33580  0.97379
H  1.24509  4.50776  -0.01905
H  3.38265  1.64552  2.30226
H  4.77982  3.45423  3.27235

natural (NBO) atomic charge list, values in e, 4 entries: Pd 1.0903; N -0.8913; P 1.1792; C -0.3068

The following is a quantum chemistry calculation of an isolated molecule of C3H5BrO at a distorted geometry, from the Open Molecules 2025 dataset.

The energy above the lowest of the compared OMol25 structures with the same formula, charge and spin comes out at 33.0 kJ/mol. The calculation puts the total energy at -2766.5235 Ha. The calculation puts the frontier orbital gap at 10.63 eV. As for the maximum force: 5.5 eV/Å. Its net charge is 0.

Atoms and positions in Å:
C  0.00886  -1.36167  -0.27357
C  0.52226  1.01715  0.50282
C  -0.35850  0.07457  -0.37890
O  1.04372  -1.80369  0.20764
Br  -2.24447  0.38066  -0.03456
H  -0.78208  -2.05804  -0.57669
H  0.09148  0.86799  1.39505
H  0.70049  1.92876  0.07821
H  1.46874  0.47644  0.45457
H  -0.45050  0.47784  -1.37458

natural (NBO) atomic charge list, values in e, 4 entries: C 0.4046; C -0.6115; C -0.3440; O -0.4975